This record from the Open Molecules 2025 dataset describes one molecule with the formula C4HClN2 at a distorted geometry. The level of theory is ωB97M-V with the def2-TZVPD basis set.

Each line ends with the Löwdin charge.
Element x y z (Å)
C  -1.47  0.06  0.00  -0.1941
C  1.59  0.32  0.00  -0.6632
C  0.25  -1.59  0.00  0.1071
C  0.56  1.00  -0.01  -0.1789
N  -0.86  -1.14  0.00  -0.0054
N  -0.73  1.11  -0.01  0.0826
Cl  3.21  0.11  0.01  0.7325
H  -2.55  0.14  0.01  0.1192

- Relative energy (zero: lowest compared OMol25 entry of this formula, charge and spin): 56.6 kcal/mol
- E: -19661.9800 eV
- LUMO energy: -0.46 eV
- E_HOMO: -9.62 eV
- Orbital gap: 9.1645 eV